(1)
Formula: C5H4FNS
Source: the OMol25 dataset
Level of theory: the ωB97M-V functional and the def2-TZVPD basis

XYZ file:
```
12
Properties=species:S:1:pos:R:3
C 1.522 1.304 0.009
C 0.769 0.773 -0.954
C -0.547 0.223 -0.498
C -0.705 -0.102 1.069
C 0.262 -1.261 1.283
H 2.436 1.762 0.014
H 0.915 0.929 -1.985
H -0.306 0.663 1.941
H -1.700 -0.520 1.246
N 0.901 -2.325 1.059
F 1.222 1.093 1.337
S -1.653 -0.126 -1.632
```

Calculated values
relative energy (zero: lowest compared OMol25 entry of this formula, charge and spin): 86.9 kcal/mol
LUMO level: -1.09 eV
HOMO-LUMO gap: 8.2 eV
net charge: 0
SMILES string: N#CCC(=S)/C=C\F

---

(2)
Formula: C7H12O2
Source: the OMol25 dataset
Level of theory: the ωB97M-V functional and the def2-TZVPD basis

XYZ file:
```
21
Properties=species:S:1:pos:R:3
C -0.802 1.574 -0.208
C -0.223 2.704 0.606
O -1.509 0.687 0.332
O -1.123 1.987 -1.467
C 1.080 0.538 -0.736
C 2.118 1.062 -1.065
H -1.705 1.325 -1.867
H -0.973 -0.745 0.290
H 0.345 2.300 1.440
H 0.411 3.327 -0.018
H -1.050 3.298 0.999
H 2.992 1.577 -1.364
C 0.354 -2.201 1.452
C -0.342 -1.778 0.197
C -0.536 -2.552 -0.865
H 0.546 -0.460 -0.401
H -0.331 -2.170 2.298
H 1.172 -1.515 1.686
H 0.772 -3.208 1.360
H -1.085 -2.206 -1.731
H -0.108 -3.545 -0.939
```

Calculated values
relative energy (zero: lowest compared OMol25 entry of this formula, charge and spin): 102.3 kcal/mol
LUMO level: 0.30 eV
HOMO-LUMO gap: 9.8 eV
net charge: 0
SMILES string: CC(=O)O.C=CC.C#C

---

(3)
Formula: C9H14N2OsP
Source: the OMol25 dataset
Level of theory: the ωB97M-V functional and the def2-TZVPD basis

XYZ file:
```
27
Properties=species:S:1:pos:R:3
C 0.199 -0.185 -2.812
C 1.460 -0.948 -2.822
C 2.449 -0.201 -2.115
C 1.796 0.884 -1.432
C 0.447 1.023 -2.012
Os 0.285 -0.616 -0.874
P -1.574 -1.893 -0.760
H -0.665 -0.295 -3.474
H 1.550 -1.815 -3.475
H 3.531 -0.380 -2.206
H -0.122 1.930 -1.966
H 2.298 1.657 -0.859
H -1.786 -2.738 0.360
H -1.604 -2.939 -1.763
H -2.985 -1.534 -0.957
C -2.220 0.444 1.668
C -0.777 0.494 1.962
N 0.255 0.273 1.146
C 1.407 0.606 1.876
C 1.047 0.985 3.140
N -0.344 0.924 3.168
H -2.687 -0.287 2.337
H -2.676 1.425 1.865
H -2.351 0.135 0.619
H 2.387 0.617 1.472
H 1.662 1.297 3.972
H -0.985 1.136 3.941
```

Calculated values
expectation value of S²: 6.02
relative energy (zero: lowest compared OMol25 entry of this formula, charge and spin): 0.0 kcal/mol
LUMO level (spin up / spin down): -2.71 / -5.11 eV
HOMO-LUMO gap (spin up / spin down): 5.7 / 7.6 eV
net charge: +1
spin multiplicity: 5

---

(4)
Formula: C4H34N2O13
Source: the OMol25 dataset
Level of theory: the ωB97M-V functional and the def2-TZVPD basis

XYZ file:
```
53
Properties=species:S:1:pos:R:3
C -1.666 -0.438 1.719
N -1.763 -0.684 0.258
C -2.556 0.393 -0.337
C -0.397 -0.751 -0.287
C -0.092 -2.235 -0.356
N -0.227 -2.799 -1.585
O 0.129 -2.929 0.634
H -1.206 -1.326 2.173
H -0.874 0.275 1.921
H -2.646 -0.405 2.154
H -2.461 1.357 0.187
H -3.606 0.144 -0.197
H -2.334 0.451 -1.408
H 0.348 -0.192 0.250
H -0.432 -0.388 -1.320
H -0.043 -3.783 -1.621
H -0.838 -2.388 -2.271
H 1.095 -2.181 2.234
H 1.186 -0.709 2.656
O 1.330 -1.596 2.975
H 1.061 0.897 -0.717
H 1.111 2.505 -0.690
O 0.620 1.693 -0.958
H 3.378 1.327 -0.731
H 3.400 1.611 -2.162
O 3.680 2.049 -1.343
H -0.295 1.710 -2.457
H -1.586 2.401 -3.078
O -0.812 1.871 -3.267
H 2.559 3.487 -1.114
H 2.547 4.043 0.435
O 2.062 3.885 -0.374
H -1.257 3.784 1.384
H -0.727 2.707 0.526
O -1.329 2.826 1.281
H 3.571 -2.311 0.938
H 4.863 -1.752 1.449
O 4.359 -1.839 0.629
H 1.080 2.338 3.689
H 0.297 2.291 2.390
O 1.191 2.200 2.746
H 2.556 0.602 1.150
H 3.581 -0.329 0.490
O 2.738 0.166 0.312
H -0.734 0.107 -3.870
H -0.837 -1.027 -4.892
O -0.730 -0.863 -3.955
H -1.920 -3.657 1.527
H -2.569 -3.077 2.757
O -2.786 -3.531 1.937
H -4.741 -2.031 -0.417
H -3.278 -2.050 -0.385
O -3.999 -1.846 -1.007
```

Calculated values
relative energy (zero: lowest compared OMol25 entry of this formula, charge and spin): 59.5 kcal/mol
LUMO level: 0.06 eV
HOMO-LUMO gap: 8.9 eV
net charge: 0

---

(5)
Formula: C3H5NO2
Source: the OMol25 dataset
Level of theory: the ωB97M-V functional and the def2-TZVPD basis

XYZ file:
```
11
Properties=species:S:1:pos:R:3
C -3.220 -0.089 -0.141
C 0.420 0.079 -0.498
C -0.698 -0.081 0.487
N -2.037 0.446 -0.458
O -3.994 -0.968 -0.113
O -3.011 1.140 0.339
H 0.646 1.166 -0.798
H 1.388 -0.239 0.154
H 0.470 -0.607 -1.467
H -0.777 -1.087 1.052
H -0.730 0.898 1.005
```

Calculated values
relative energy (zero: lowest compared OMol25 entry of this formula, charge and spin): 108.6 kcal/mol
LUMO level: 0.83 eV
HOMO-LUMO gap: 11.1 eV
net charge: 0
SMILES string: CCN1OC1=O

---

(6)
Formula: C4H10O
Source: the OMol25 dataset
Level of theory: the ωB97M-V functional and the def2-TZVPD basis

XYZ file:
```
15
Properties=species:S:1:pos:R:3
C -2.007 -0.182 -0.338
C -0.832 0.726 0.024
C 0.267 0.101 0.844
C 1.547 0.478 0.761
O 2.106 -1.296 -0.643
H -1.706 -0.985 -1.019
H -2.438 -0.647 0.556
H -2.802 0.395 -0.825
H -0.406 1.161 -0.891
H -1.209 1.567 0.617
H 1.197 -1.129 -0.301
H -0.022 -0.583 1.642
H 1.887 1.184 0.003
H 2.325 0.090 1.412
H 2.165 -0.751 -1.436
```

Calculated values
relative energy (zero: lowest compared OMol25 entry of this formula, charge and spin): 35.8 kcal/mol
LUMO level: 1.00 eV
HOMO-LUMO gap: 10.1 eV
net charge: 0
SMILES string: C=CCC.O

---

(7)
Formula: C33H58N4O7PS3Si2Sn
Source: the OMol25 dataset
Level of theory: the ωB97M-V functional and the def2-TZVPD basis

XYZ file:
```
109
Properties=species:S:1:pos:R:3
Sn -0.477 -1.480 0.944
C -4.869 3.273 5.379
C -3.732 2.318 5.693
O -3.996 1.026 5.166
P -3.236 0.574 3.779
S -1.290 0.537 4.140
S -3.916 1.593 2.248
O -3.834 -0.920 3.699
C -3.428 -1.914 4.645
C -2.735 -3.047 3.921
H -4.670 4.254 5.821
H -5.809 2.892 5.785
H -4.976 3.376 4.300
H -3.618 2.200 6.776
H -2.781 2.693 5.305
H -4.336 -2.252 5.153
H -2.757 -1.472 5.385
H -3.374 -3.451 3.134
H -2.480 -3.850 4.617
H -1.812 -2.690 3.462
C 1.774 -1.611 4.043
Si 2.490 -0.737 2.540
C 4.367 -0.834 2.843
C 3.120 2.096 2.933
C 1.920 -1.564 0.974
C 1.785 -3.043 1.215
C 2.747 -4.007 1.108
C 2.417 -5.382 1.305
C 1.067 -5.675 1.587
C 0.139 -4.678 1.692
N 0.477 -3.345 1.548
Si 2.801 -1.099 -0.583
C 4.704 -1.064 -0.514
C 2.358 0.676 -1.075
C 2.455 -2.237 -2.047
H 2.168 -1.170 4.963
H 2.040 -2.672 4.017
H 0.687 -1.538 4.077
H 4.588 -0.537 3.873
H 4.951 -0.195 2.182
H 4.711 -1.863 2.707
H 3.542 1.874 3.917
H 2.746 3.125 2.964
H 3.950 2.073 2.220
H 3.759 -3.709 0.852
H 3.164 -6.161 1.226
H 0.739 -6.701 1.715
H -0.908 -4.884 1.876
H 5.091 -0.299 0.159
H 5.078 -0.844 -1.520
H 5.123 -2.025 -0.205
H 2.909 1.406 -0.477
H 1.293 0.858 -0.921
H 2.594 0.859 -2.124
H 2.407 -3.279 -1.721
H 3.253 -2.145 -2.791
H 1.497 -1.990 -2.502
C 2.019 1.106 2.551
H 1.165 1.221 3.221
H 1.631 1.349 1.557
C -0.691 3.588 1.945
N -0.740 3.648 0.495
C -0.958 4.943 -0.097
C -0.675 4.904 -1.588
C -1.480 3.777 -2.206
N -1.155 2.538 -1.542
C -1.399 1.271 -2.208
C -0.834 2.467 -0.206
O -0.653 1.387 0.327
H -1.585 4.057 2.370
H 0.198 4.107 2.320
H -0.672 2.550 2.269
H -0.302 5.664 0.402
H -1.992 5.281 0.077
H 0.390 4.717 -1.751
H -0.935 5.859 -2.050
H -1.248 3.668 -3.270
H -2.554 4.007 -2.132
H -1.545 1.464 -3.271
H -2.286 0.774 -1.804
H -0.563 0.585 -2.076
C 1.796 2.858 -4.502
C 1.021 1.665 -4.991
C 1.489 0.376 -4.769
C 0.748 -0.728 -5.158
C -0.466 -0.534 -5.791
C -0.952 0.744 -6.043
C -0.202 1.835 -5.643
S -1.450 -1.939 -6.206
O -0.609 -3.103 -6.102
O -2.140 -1.711 -7.449
N -2.604 -1.875 -5.033
C -2.192 -1.813 -3.614
C -1.709 -3.106 -2.977
C -1.344 -2.822 -1.512
O -1.878 -3.464 -0.609
O -0.498 -1.871 -1.353
H 2.825 2.590 -4.266
H 1.344 3.253 -3.587
H 1.804 3.657 -5.245
H 2.428 0.226 -4.255
H 1.097 -1.732 -4.955
H -1.906 0.866 -6.538
H -0.575 2.837 -5.824
H -3.257 -2.633 -5.215
H -3.060 -1.429 -3.076
H -1.413 -1.061 -3.522
H -0.825 -3.477 -3.499
H -2.482 -3.876 -3.008
```

Calculated values
expectation value of S²: 0.77
LUMO level (spin up / spin down): 3.74 / 3.74 eV
HOMO-LUMO gap (spin up / spin down): 3.1 / 5.6 eV
net charge: -2
spin multiplicity: 2

---

(8)
Formula: C31H74N8O5P3S
Source: the OMol25 dataset
Level of theory: the ωB97M-V functional and the def2-TZVPD basis

XYZ file:
```
122
Properties=species:S:1:pos:R:3
C 1.119 9.327 -12.570
C 0.253 8.111 -12.023
C 0.008 8.195 -10.482
C -1.277 7.423 -10.005
C -1.392 7.602 -8.437
C -2.776 7.131 -7.871
C -2.879 5.592 -7.575
C -1.613 4.952 -6.908
P -1.323 5.383 -5.071
O -2.871 6.103 -4.762
C -3.213 5.944 -3.391
C -2.022 5.356 -2.520
C -2.236 3.972 -1.803
C -1.358 3.875 -0.482
C -2.040 2.921 0.583
C -1.010 1.988 1.310
C -1.697 0.580 1.586
C -1.126 0.001 2.940
C 0.413 -0.334 2.786
S 1.238 0.457 4.248
C 2.654 -0.566 4.651
N 3.815 -0.091 5.141
N 4.642 -1.156 5.286
C 3.962 -2.223 4.878
O 2.662 -1.941 4.460
O -0.885 5.454 -3.363
H 0.492 10.110 -13.047
H 1.709 9.806 -11.752
H 1.876 8.973 -13.313
H 0.822 7.198 -12.329
H -0.694 8.096 -12.611
H 0.904 7.788 -9.962
H -0.065 9.275 -10.198
H -2.201 7.904 -10.411
H -1.177 6.356 -10.298
H -1.357 8.714 -8.278
H -0.518 7.191 -7.893
H -3.098 7.770 -7.013
H -3.526 7.347 -8.681
H -3.826 5.388 -7.028
H -3.001 5.091 -8.578
H -0.666 5.143 -7.468
H -1.769 3.842 -6.950
H -1.774 4.020 -4.750
H -0.025 4.723 -5.236
H -0.795 6.714 -5.327
H -3.270 7.015 -3.048
H -4.225 5.540 -3.151
H -1.850 6.101 -1.694
H -1.930 3.186 -2.524
H -3.297 3.884 -1.466
H -0.370 3.474 -0.814
H -1.250 4.908 -0.075
H -2.622 3.482 1.346
H -2.745 2.282 0.004
H -0.131 1.764 0.657
H -0.626 2.387 2.274
H -1.410 -0.167 0.804
H -2.804 0.681 1.605
H -1.719 -0.889 3.252
H -1.231 0.795 3.719
H 0.593 -1.430 2.780
H 0.793 0.061 1.820
H 4.374 -3.242 4.882
O -2.478 -3.892 5.139
P -2.472 -4.162 6.643
N -4.023 -3.443 6.922
C -4.465 -2.660 8.060
C -5.148 -4.124 6.280
N -1.212 -3.036 6.994
C -1.318 -1.924 7.920
C -0.327 -2.657 5.898
N -2.359 -4.733 8.315
C -1.024 -5.299 8.643
C -3.315 -5.820 8.628
H -4.538 -3.236 8.993
H -5.456 -2.237 7.875
H -3.836 -1.794 8.239
H -5.431 -5.045 6.806
H -4.905 -4.395 5.251
H -6.029 -3.482 6.224
H -1.879 -1.088 7.484
H -0.324 -1.552 8.186
H -1.772 -2.220 8.865
H -0.796 -1.911 5.245
H -0.056 -3.523 5.296
H 0.610 -2.240 6.274
H -0.772 -6.137 7.985
H -1.006 -5.652 9.677
H -0.231 -4.560 8.569
H -3.240 -6.644 7.913
H -4.346 -5.468 8.634
H -3.139 -6.215 9.630
O 3.056 -4.372 -0.906
P 3.615 -5.468 -0.001
N 4.179 -4.374 1.217
C 5.380 -4.459 2.023
C 3.133 -3.620 1.907
N 4.903 -5.901 -1.068
C 6.311 -5.893 -0.723
C 4.756 -5.545 -2.476
N 4.021 -6.882 0.982
C 3.877 -8.163 0.241
C 3.151 -7.036 2.171
H 5.374 -5.292 2.742
H 5.520 -3.544 2.605
H 6.282 -4.532 1.423
H 2.597 -4.236 2.642
H 2.394 -3.236 1.201
H 3.530 -2.750 2.425
H 6.720 -4.876 -0.719
H 6.886 -6.478 -1.449
H 6.500 -6.371 0.238
H 4.986 -4.487 -2.650
H 3.744 -5.739 -2.826
H 5.421 -6.147 -3.101
H 2.857 -8.296 -0.132
H 4.121 -9.007 0.892
H 4.558 -8.232 -0.602
H 2.091 -7.020 1.903
H 3.327 -6.255 2.910
H 3.363 -7.974 2.688
```

Calculated values
relative energy (zero: lowest compared OMol25 entry of this formula, charge and spin): 0.0 kcal/mol
LUMO level: 0.47 eV
HOMO-LUMO gap: 4.4 eV
net charge: -1

---

no.,calculated total energy (a.u.)
1,-745.59749
2,-424.23298
3,-892.43988
4,-1260.44303
5,-322.40124
6,-233.58783
7,-4367.44069
8,-3461.81315